The following is a DFT calculation (ωB97M-V/def2-TZVPD) of a cluster of 3 separate species, C32H63BrIN3O10PS2 in total at a distorted geometry.

Each atom is followed by the atoms it is bonded to, with distances in Å.
Atoms and positions in Å:
1 C 8.740 0.625 -1.982  C2 1.531, H37 1.089, H38 1.090, H39 1.090
2 C 7.448 0.768 -1.172  C1 1.531, C3 1.528, H40 1.092, H41 1.092
3 C 6.413 -0.308 -1.498  C2 1.528, C4 1.535, H42 1.094, H43 1.093
4 C 5.296 -0.456 -0.457  C3 1.535, C5 1.528, H44 1.094, H45 1.091
5 C 4.600 0.843 -0.052  C4 1.528, C6 1.531, H46 1.094, H47 1.089
6 C 3.371 1.143 -0.914  C5 1.531, C7 1.545, H48 1.094, H49 1.096
7 C 2.835 2.587 -0.794  C6 1.545, C8 1.551, H50 1.091, H51 1.090
8 C 1.477 2.696 -0.052  C7 1.551, C9 1.530, H52 1.087, H53 1.084
9 C 0.399 3.340 -0.926  C8 1.530, C10 1.553, H54 1.093, H55 1.090
10 C -1.081 3.045 -0.565  C9 1.553, C11 1.546, H56 1.087, H57 1.088
11 C -1.796 2.439 -1.795  C10 1.546, C12 1.550, H58 1.091, H59 1.086
12 C -2.358 1.013 -1.570  C11 1.550, N13 1.469, H60 1.086, H61 1.085
13 N -1.527 0.226 -0.649  C12 1.469, C14 1.333, C28 1.519
14 C -2.023 -0.091 0.547  N13 1.333, N15 1.354, N16 1.366
15 N -3.289 0.154 0.960  C14 1.354, H62 1.004, H63 1.007
16 N -1.219 -0.723 1.452  C14 1.366, C17 1.471, C21 1.491
17 C -1.208 -0.050 2.760  N16 1.471, C18 1.519, H64 1.090, H65 1.087
18 C -2.050 -0.743 3.817  C17 1.519, O19 1.178, I20 2.171
19 O -2.442 -0.203 4.787  C18 1.178
20 I -2.587 -2.814 3.451  C18 2.171
21 C 0.163 -0.908 0.924  N16 1.491, C22 1.532, O27 1.389, H66 1.092
22 C 0.985 -1.850 1.808  C21 1.532, P23 1.800, H67 1.089, H68 1.090
23 P 2.417 -1.122 2.620  C22 1.800, O24 1.467, O25 1.607, O26 1.605
24 O 3.694 -1.593 2.073  P23 1.467
25 O 2.207 0.467 2.500  P23 1.607, H69 0.963
26 O 2.193 -1.456 4.174  P23 1.605, H70 0.968
27 O 0.110 -1.489 -0.336  C21 1.389, C28 1.422
28 C -0.725 -0.880 -1.313  N13 1.519, O27 1.422, C29 1.527, C33 1.530
29 C 0.180 -0.285 -2.389  C28 1.527, C30 1.538, H71 1.091, H72 1.092
30 C 1.183 -1.322 -2.923  C29 1.538, C31 1.544, H73 1.090, H74 1.088
31 C 0.991 -1.688 -4.410  C30 1.544, O32 1.425, H75 1.091, H76 1.088
32 O 0.553 -3.034 -4.577  C31 1.425, H77 0.961
33 C -1.648 -1.964 -1.872  C28 1.530, C34 1.542, H78 1.091, H79 1.089
34 C -2.197 -2.993 -0.864  C33 1.542, C35 1.519, H80 1.096, H81 1.087
35 C -1.911 -4.428 -1.271  C34 1.519, Br36 1.934, H82 1.084, H83 1.086
36 Br -0.071 -4.922 -0.939  C35 1.934
37 H 8.769 1.312 -2.826  C1 1.089
38 H 9.617 0.847 -1.374  C1 1.090
39 H 8.872 -0.390 -2.357  C1 1.090
40 H 7.652 0.753 -0.100  C2 1.092
41 H 7.010 1.744 -1.391  C2 1.092
42 H 5.995 -0.143 -2.495  C3 1.094
43 H 6.939 -1.265 -1.549  C3 1.093
44 H 4.551 -1.150 -0.855  C4 1.094
45 H 5.718 -0.940 0.425  C4 1.091
46 H 4.259 0.720 0.980  C5 1.094
47 H 5.281 1.693 -0.035  C5 1.089
48 H 2.602 0.411 -0.648  C6 1.094
49 H 3.643 0.932 -1.954  C6 1.096
50 H 2.751 3.001 -1.800  C7 1.091
51 H 3.592 3.178 -0.280  C7 1.090
52 H 1.192 1.682 0.216  C8 1.087
53 H 1.633 3.320 0.821  C8 1.084
54 H 0.574 4.419 -0.894  C9 1.093
55 H 0.587 3.044 -1.958  C9 1.090
56 H -1.570 3.995 -0.363  C10 1.087
57 H -1.181 2.461 0.347  C10 1.088
58 H -2.664 3.058 -2.026  C11 1.091
59 H -1.177 2.440 -2.686  C11 1.086
60 H -2.404 0.499 -2.525  C12 1.086
61 H -3.385 1.096 -1.229  C12 1.085
62 H -3.755 1.024 0.779  N15 1.004
63 H -3.739 -0.557 1.514  N15 1.007
64 H -1.628 0.955 2.712  C17 1.090
65 H -0.188 0.049 3.123  C17 1.087
66 H 0.622 0.083 0.881  C21 1.092
67 H 1.402 -2.624 1.165  C22 1.089
68 H 0.351 -2.358 2.536  C22 1.090
69 H 2.294 0.953 3.327  O25 0.963
70 H 2.909 -1.049 4.683  O26 0.968
71 H -0.417 0.091 -3.221  C29 1.091
72 H 0.699 0.570 -1.952  C29 1.092
73 H 2.188 -0.923 -2.786  C30 1.090
74 H 1.128 -2.255 -2.367  C30 1.088
75 H 1.940 -1.556 -4.931  C31 1.091
76 H 0.223 -1.073 -4.872  C31 1.088
77 H 1.302 -3.623 -4.452  O32 0.961
78 H -1.059 -2.496 -2.622  C33 1.091
79 H -2.481 -1.512 -2.407  C33 1.089
80 H -3.290 -2.914 -0.872  C34 1.096
81 H -1.881 -2.810 0.160  C34 1.087
82 H -2.566 -5.097 -0.725  C35 1.084
83 H -2.137 -4.556 -2.326  C35 1.086
84 C 0.187 7.691 3.400  C85 1.535, C90 1.526, H91 1.088, H92 1.092
85 C -0.369 8.037 2.011  C84 1.535, C86 1.535, H93 1.091, H94 1.088
86 C -0.264 6.772 1.148  C85 1.535, S87 1.799, H95 1.087, H96 1.089
87 S -0.368 5.385 2.289  C86 1.799, O88 1.444, O89 1.445, C90 1.789
88 O 0.873 4.649 2.268  S87 1.444
89 O -1.616 4.679 2.110  S87 1.445
90 C -0.451 6.360 3.787  C84 1.526, S87 1.789, H97 1.087, H98 1.089
91 H -0.039 8.465 4.131  C84 1.088
92 H 1.273 7.583 3.350  C84 1.092
93 H -1.414 8.337 2.100  C85 1.091
94 H 0.171 8.863 1.554  C85 1.088
95 H -1.071 6.685 0.425  C86 1.087
96 H 0.697 6.703 0.642  C86 1.089
97 H 0.070 5.833 4.583  C90 1.087
98 H -1.504 6.478 4.039  C90 1.089
99 C -6.649 -7.333 0.409  C100 1.535, C105 1.526, H106 1.088, H107 1.092
100 C -6.319 -6.288 1.485  C99 1.535, C101 1.534, H108 1.091, H109 1.088
101 C -5.442 -5.215 0.825  C100 1.534, S102 1.804, H110 1.087, H111 1.089
102 S -5.901 -5.201 -0.919  C101 1.804, O103 1.444, O104 1.440, C105 1.787
103 O -4.764 -5.630 -1.699  S102 1.444
104 O -6.571 -3.965 -1.234  S102 1.440
105 C -7.078 -6.544 -0.824  C99 1.526, S102 1.787, H112 1.087, H113 1.089
106 H -7.433 -8.013 0.734  C99 1.088
107 H -5.762 -7.926 0.181  C99 1.092
108 H -7.242 -5.835 1.850  C100 1.091
109 H -5.813 -6.734 2.339  C100 1.088
110 H -5.611 -4.222 1.233  C101 1.087
111 H -4.384 -5.466 0.883  C101 1.089
112 H -7.039 -7.111 -1.751  C105 1.087
113 H -8.064 -6.101 -0.696  C105 1.089

Charge: +1
E_HOMO (Eh): -0.4415
Lowest unoccupied orbital energy (eV): -2.906
Gap between HOMO and LUMO (Eh): 0.3347
DFT total energy (Ha): -6183.06447